(1)
The following is a quantum chemistry calculation of C31H51BrN2OP2Pd as an isolated structure, from the Open Molecules 2025 dataset.

Positions of all 89 atoms, in Å:
N -4.14173 -6.28744 5.25146
C -3.85514 -5.04379 5.63181
C -3.22285 -4.13761 4.76539
C -2.82269 -4.54313 3.45574
C -3.18884 -5.85040 3.08288
C -3.81120 -6.69689 4.02709
C -2.17630 -3.54618 2.57991
Pd -0.97624 -1.81252 -0.38888
P -1.29198 0.92178 -3.56759
C -2.25337 -3.39384 1.21405
C -2.63826 -2.04774 0.74355
C -3.78478 -1.72771 -0.08386
C -4.30640 -0.45728 -0.08980
C -3.68504 0.58370 0.64597
C -2.57847 0.32733 1.44749
C -1.93485 -0.93735 1.38739
Br -4.02121 2.33789 0.16689
H -1.73679 -2.76063 3.19499
H -2.24802 -4.25475 0.55719
H -3.10160 -3.10638 5.11292
H -3.00647 -6.20682 2.07076
H -4.14650 -4.74520 6.64634
H -4.06258 -7.72582 3.75875
H -4.20518 -2.56800 -0.65424
H -1.15433 -1.15604 2.12286
H -5.18184 -0.20615 -0.67965
H -2.12384 1.09386 2.07108
P 0.95432 -2.76031 -1.04594
C -2.94975 1.38421 -2.94473
C -3.96927 1.93081 -3.95084
H -2.77484 2.13489 -2.16261
H -3.34189 0.48167 -2.45507
H -4.82616 2.34094 -3.40193
H -3.55835 2.73497 -4.57824
H -4.36857 1.14800 -4.60732
C -1.50112 -0.83840 -3.95960
C -1.55323 -1.08690 -5.47533
H -2.45264 -1.13818 -3.50292
H -0.67878 -1.40622 -3.49645
H -1.78151 -2.13681 -5.68245
H -2.33111 -0.48917 -5.96369
H -0.60088 -0.86093 -5.96678
C -0.06373 1.18118 -2.21629
C 1.00491 2.20189 -2.65165
H 0.39343 0.20117 -1.99168
H -0.59381 1.51415 -1.31104
H 1.99329 1.97351 -2.22132
H 1.10943 2.24093 -3.74641
H 0.76040 3.21080 -2.29013
C 2.13134 -1.36684 -1.32422
C 3.62016 -1.67085 -1.20816
H 1.85184 -0.56600 -0.62280
H 1.89708 -1.01289 -2.33858
H 3.92681 -1.85248 -0.17134
H 3.93536 -2.51899 -1.82717
H 4.15926 -0.78176 -1.55878
C 1.16099 -3.61362 -2.65604
C 0.30392 -4.83268 -2.96474
H 2.23489 -3.84063 -2.71577
H 0.98198 -2.85227 -3.42269
H 0.60143 -5.70600 -2.37374
H -0.76050 -4.62795 -2.80416
H 0.43264 -5.08958 -4.02378
C 1.67196 -3.72375 0.34275
C 1.91936 -2.84804 1.57162
H 2.60569 -4.18582 -0.03458
H 0.96480 -4.54267 0.58748
H 1.38319 -3.24269 2.44459
H 2.98155 -2.81631 1.83971
H 1.56848 -1.81221 1.46391
O 0.79264 0.82908 0.79345
C 1.41628 1.69655 1.42981
C 1.12836 3.18638 1.30308
C 0.43518 3.75433 2.54265
C 1.39738 4.10847 3.68051
C 2.21697 2.93620 4.22529
C 3.12022 2.25536 3.19796
N 2.38150 1.34821 2.32223
H 2.07746 3.71370 1.11641
H 0.48445 3.30987 0.42411
H -0.09933 4.67057 2.25303
H -0.32630 3.04300 2.89927
H 2.08242 4.90101 3.34626
H 0.81397 4.52525 4.51154
H 2.86380 3.31281 5.02844
H 1.54657 2.19275 4.68023
H 3.64274 3.01149 2.59060
H 3.87272 1.66054 3.72854
H 2.69631 0.38511 2.25178

Cartesian forces, eV/Å:
2.1 2.6 -2.8
-0.7 0.1 1.5
0.2 -0.4 -0.6
-0.4 -1.0 0.7
-0.1 0.4 0.7
-0.6 -1.4 -0.3
0.1 0.2 0.7
1.4 1.0 -1.2
-0.8 -0.6 1.5
-0.6 -0.3 0.2
0.6 0.7 1.2
-0.1 -0.7 0.1
-0.1 -0.7 -0.3
0.1 0.5 -1.0
2.2 -1.4 0.4
-2.5 1.1 1.6
-0.5 -0.3 0.7
-0.6 0.4 -0.3
-1.0 -0.1 -0.1
0.1 -0.5 0.0
-0.1 -0.3 0.4
0.1 0.0 -0.3
0.0 0.1 0.0
-0.2 0.6 0.2
-0.1 0.3 -0.5
0.1 -0.2 0.0
-0.1 0.1 -0.3
2.2 -0.7 -0.7
0.0 1.0 -0.1
-0.3 0.0 -0.3
0.1 -0.1 -0.3
0.2 0.1 -0.1
0.2 -0.1 -0.1
-0.1 -0.3 0.3
0.2 0.2 0.1
0.4 -0.3 -0.6
0.0 -0.3 -0.4
0.2 0.0 0.0
-0.2 0.2 -0.1
0.0 0.2 0.1
0.1 -0.1 0.1
-0.1 0.0 0.2
0.0 0.0 -0.3
0.5 0.4 0.1
-0.3 0.4 -0.2
0.1 -0.1 -0.3
-0.4 -0.1 -0.2
0.1 0.0 0.4
-0.1 -0.3 -0.3
-0.7 0.6 0.3
0.3 -0.2 0.1
0.1 0.0 -0.2
0.1 -0.1 0.2
-0.1 0.0 -0.3
0.0 0.2 0.1
0.0 -0.2 0.1
-0.3 -0.1 0.0
0.0 -0.3 -0.1
-0.2 0.0 0.1
0.0 0.1 0.2
-0.1 0.2 -0.1
0.1 -0.1 0.0
-0.1 0.0 0.3
-0.4 -0.6 -0.4
-0.1 0.3 0.7
-0.5 0.2 0.1
0.5 0.3 -0.3
0.2 0.0 -0.2
-0.3 0.0 -0.1
0.1 -0.1 -0.2
-0.2 -0.2 -0.3
0.8 0.3 1.0
0.0 -0.5 -0.4
-0.1 0.4 0.3
-0.1 0.0 0.2
0.1 0.2 0.1
0.1 0.3 0.2
-0.5 -0.3 -1.1
-0.3 -0.1 0.0
0.2 -0.1 0.1
0.1 -0.3 0.1
0.1 0.1 0.0
-0.2 -0.1 0.0
0.1 0.0 -0.2
-0.2 -0.1 -0.1
0.2 0.0 -0.1
0.0 -0.2 0.2
-0.1 0.1 -0.3
-0.2 0.3 0.2

⟨S²⟩: 6.101
Total charge: +4
Electronic energy in a.u.: -4779.5082
2S+1: 5
Kohn-Sham gap (alpha / beta) in eV: 5.8129 / 3.4475

These are the Mulliken partial charges, in e, on atoms 1 to 6: number 1, N, carries 0.0958; number 2, C, carries -0.4416; number 3, C, carries -0.4074; number 4, C, carries 0.5534; number 5, C, carries -0.2043; number 6, C, carries -0.4495

=====

(2)
The following is a quantum chemistry calculation of a 6-piece molecular cluster, C31H52BF5NO22P2 overall, from the Open Molecules 2025 dataset.

Positions of all 114 atoms, in Å:
C -2.24963 -0.41494 3.08536
C -1.69899 0.75537 3.87129
O -2.76915 1.10003 4.78628
C -1.35568 2.09063 3.16751
C -0.11227 2.19385 2.26888
C 1.28736 1.91285 2.93168
F 2.04480 1.23843 2.09951
F 1.19679 1.13939 4.00891
C 2.15206 3.15934 3.33779
F 2.75942 2.90366 4.49307
F 3.12880 3.34971 2.50701
F 1.47211 4.25217 3.53318
O -0.14419 1.24152 1.24951
B -0.92332 1.65509 0.06303
N -2.34232 1.08657 -0.07599
C -0.16623 1.44162 -1.38296
O -0.68723 0.40577 -2.25015
C 0.16133 0.32039 -3.35691
O 0.84722 -0.90125 -3.41629
C 2.16930 -0.83722 -2.93391
C 2.44806 -2.12735 -2.15230
O 3.05098 -3.13896 -2.95954
O -1.19900 3.09116 0.41273
C -0.32811 3.51428 1.32382
P 1.08438 4.14429 0.21790
O 0.48584 4.75244 -0.94983
O 2.00439 5.28615 0.94323
O 2.06826 2.97141 -0.30225
P -1.23409 5.02034 1.99521
O -2.64139 4.91768 1.75035
O -0.72347 6.39545 1.29240
O -1.02916 5.24495 3.59801
H -3.10679 -0.17501 2.47366
H -2.50006 -1.18474 3.80597
H -1.47920 -0.84924 2.46874
H -0.89850 0.35707 4.49077
H -2.38523 1.42954 5.60206
H -1.19209 2.78920 3.99534
H -2.24492 2.42124 2.64782
H -2.82769 1.45343 -0.87898
H -2.38125 0.08165 -0.03694
H -0.16780 2.40701 -1.89898
H 0.86421 1.15327 -1.15680
H 0.85764 1.15718 -3.29799
H -0.44526 0.46012 -4.25510
H 2.90710 -0.75854 -3.73335
H 2.35833 -0.00914 -2.25677
H 1.48038 -2.51629 -1.86465
H 3.05681 -1.93089 -1.27163
H 3.92403 -2.84442 -3.23277
H 2.90177 5.21568 0.59770
H 2.92200 3.33890 -0.56302
H -0.82610 7.08903 1.95690
H -0.33770 5.89811 3.75768
O -2.58208 -3.22297 2.26396
C -2.65582 -3.57350 1.12366
O -2.13963 -2.86461 0.09801
C -2.48165 -3.48429 -1.15554
C -2.77817 -4.93355 -0.80958
C -3.35091 -4.81584 0.59720
H -3.34901 -2.96611 -1.57231
H -1.65223 -3.38448 -1.84398
H -3.44664 -5.41863 -1.51894
H -1.84878 -5.50485 -0.78266
H -4.42615 -4.64143 0.58633
H -3.11354 -5.68250 1.20950
O -0.81422 -7.76369 -2.08607
C 0.17744 -7.98157 -1.45825
O 1.07918 -8.93785 -1.80317
C 2.10077 -9.03204 -0.79525
C 2.07691 -7.69283 -0.07388
C 0.60719 -7.30458 -0.17180
H 1.85727 -9.86743 -0.13303
H 3.05814 -9.23056 -1.27274
H 2.45467 -7.74733 0.94638
H 2.67884 -6.96627 -0.61698
H 0.01927 -7.71322 0.65253
H 0.47271 -6.22821 -0.23686
O -6.54295 -6.17912 1.22187
C -6.60370 -6.53382 0.08581
O -6.08151 -5.82056 -0.94620
C -6.41013 -6.45505 -2.19412
C -6.70115 -7.90558 -1.84384
C -7.28612 -7.78253 -0.44055
H -7.27838 -5.94814 -2.62154
H -5.57127 -6.35479 -2.87925
H -7.36001 -8.39622 -2.55836
H -5.76866 -8.47072 -1.80436
H -8.36356 -7.61245 -0.45854
H -7.04978 -8.64210 0.17976
O 3.94231 1.63180 -3.45157
C 3.39883 2.67063 -3.68439
O 3.24375 3.63654 -2.75013
C 2.44898 4.71561 -3.27719
C 2.58957 4.60316 -4.78996
C 2.74727 3.09651 -4.98469
H 1.41982 4.58384 -2.93729
H 2.82460 5.66093 -2.89314
H 1.75003 5.03518 -5.33137
H 3.49853 5.11194 -5.11803
H 1.78249 2.59431 -5.07415
H 3.38064 2.85191 -5.83286
O 5.95457 7.70402 0.41440
C 5.30309 7.73700 1.41415
O 3.99804 7.37567 1.46287
C 3.46447 7.62583 2.77343
C 4.67247 7.65455 3.69676
C 5.75946 8.21151 2.78159
H 2.93235 8.57982 2.75365
H 2.76241 6.83623 3.03007
H 4.50903 8.23974 4.60014
H 4.93213 6.63832 3.99781
H 5.78055 9.30231 2.78592
H 6.74165 7.81405 3.02052

Cartesian forces, eV/Å:
0.7 0.1 0.1
-0.8 0.1 0.2
-0.2 0.0 0.2
1.1 -0.4 1.2
-0.7 -0.4 -1.8
-0.7 1.5 -0.5
1.1 -0.6 -1.1
-0.6 -0.4 1.3
-0.1 -1.9 1.2
0.4 -0.3 1.4
1.1 0.7 -1.7
-1.0 1.5 -0.2
-0.1 -0.6 0.1
-2.1 -0.7 -0.8
0.3 0.0 1.4
0.7 0.0 1.4
0.3 0.4 -0.1
-0.7 0.3 0.1
0.0 0.4 -0.5
0.5 -1.0 0.9
0.1 0.3 -0.7
0.0 -0.4 0.0
-0.2 0.0 -1.0
1.7 0.9 1.0
0.4 0.3 -0.4
-1.0 0.9 -1.3
0.1 -1.0 0.3
0.1 0.3 1.6
-0.3 0.4 0.1
-2.2 -0.7 -0.1
1.1 -0.4 0.9
0.8 0.5 -0.5
-0.2 0.2 -0.1
-0.3 -0.1 0.1
0.2 0.0 -0.4
0.4 0.2 -0.2
0.1 0.1 0.0
-0.1 0.1 0.0
-0.1 0.0 -0.5
0.0 -0.2 -0.2
-0.1 -0.2 -0.4
0.0 0.0 -0.3
0.1 0.2 -0.2
0.3 -0.1 -0.2
0.0 -0.5 -0.2
-0.1 0.1 -0.3
-0.4 0.3 0.0
-0.1 -0.1 0.3
0.1 0.0 0.2
0.0 0.1 0.0
0.2 0.4 0.2
0.0 -0.3 -0.4
-0.1 0.2 -0.3
0.2 -0.3 0.3
0.2 -0.1 0.0
-0.4 -0.2 0.2
0.1 0.0 -0.1
-0.1 0.0 -0.1
-0.1 -0.2 0.1
0.4 -0.1 -0.4
0.0 0.0 0.1
0.2 0.2 0.0
0.0 0.1 0.0
0.0 0.0 -0.1
0.0 0.0 0.1
-0.2 0.1 0.2
0.0 -0.1 -0.3
-0.2 0.1 0.3
0.0 0.1 0.0
0.2 0.0 0.1
0.0 0.1 0.2
0.5 0.0 -0.1
0.0 0.0 0.0
-0.1 -0.1 -0.1
0.0 -0.1 0.0
0.1 0.0 0.0
-0.1 0.1 0.0
-0.3 0.0 0.0
0.2 0.2 0.1
-0.4 -0.1 0.1
-0.1 -0.2 0.0
0.0 0.0 -0.2
-0.1 -0.2 0.0
0.4 -0.1 -0.5
0.0 0.0 0.0
0.1 0.2 0.1
0.0 0.1 0.0
0.0 0.0 0.0
0.0 0.0 0.1
-0.2 0.1 0.2
0.3 0.0 0.1
-0.3 -0.2 0.0
0.3 0.0 -0.2
-0.5 0.3 -0.3
0.1 0.0 -0.1
0.1 0.6 0.0
0.1 0.0 0.1
0.1 -0.1 0.2
-0.1 0.0 0.1
0.0 0.0 0.0
0.1 -0.1 0.0
-0.1 -0.3 0.0
-0.1 -0.2 -0.2
0.2 0.3 0.1
0.2 -0.1 0.0
-0.2 -0.1 0.2
0.1 0.1 0.1
-0.3 -0.4 0.3
0.0 0.0 0.0
0.0 -0.1 -0.3
-0.1 0.0 0.0
0.0 0.0 0.0
0.1 0.0 -0.1
0.1 0.2 -0.2

Total charge: -1
Electronic energy in a.u.: -4129.6813
Kohn-Sham gap in eV: 6.1788

These are the Mulliken partial charges, in e, on atoms 1 to 6: number 1, C, carries -1.4366; number 2, C, carries 0.1214; number 3, O, carries -0.6090; number 4, C, carries -1.3339; number 5, C, carries 1.4476; number 6, C, carries 0.4842